The molecule C2H5N3O at a distorted geometry, computed with ωB97M-V/def2-TZVPD.

```
11
Properties=species:S:1:pos:R:3:forces:R:3:nbo_charge:R:1
H 2.9804 -0.4813 0.2939 -1.1 -0.7 -1.1 0.34
N 1.9914 -0.6369 -0.0674 3.4 0.2 1.4 -0.64
C 1.4504 0.4810 0.0869 -4.6 -2.4 -0.9 0.28
N -0.0121 0.3721 -0.0538 2.2 0.8 -0.2 -0.18
O -0.6392 1.6111 -0.1014 -1.6 -0.6 0.3 -0.57
C -0.8553 -0.7279 -0.0812 -0.2 1.0 -0.2 0.25
N -2.1034 -0.3975 0.1725 2.4 -0.9 -0.8 -0.76
H -2.6249 -1.2221 -0.0015 -1.1 -0.7 0.0 0.35
H 1.8386 1.4433 0.3103 0.1 0.8 0.3 0.19
H -1.6093 1.2844 -0.0998 1.2 0.7 0.2 0.50
H -0.4165 -1.7262 -0.4585 -0.7 1.7 1.1 0.22
```
Forces are in eV/Å.

Summary:
- SMILES: [H]/N=C/N(O)/C=N/[H]
- Total charge: 0
- Frontier orbital gap: 9.47 eV
- ΔE to the lowest compared entry with this formula, charge and spin: 356.6 kJ/mol
- Total energy: -318.614649 Eh
- Highest occupied orbital energy: -8.5 eV



A structure of composition C24H46BrClN7O3SSiV, computed with ωB97M-V/def2-TZVPD.

```
85
Properties=species:S:1:pos:R:3:forces:R:3:mulliken_spin:R:1
V 1.2928 0.0736 0.1597 0.2 0.0 -0.2 1.14
C -2.8173 2.7931 -6.1197 0.0 0.0 0.0 0.00
C -3.4319 2.5175 -4.7399 0.0 0.0 0.0 0.00
C -4.1913 3.7657 -4.2681 0.0 0.0 0.0 0.00
C -4.4383 1.3759 -4.8857 0.0 0.0 0.0 0.00
C -2.3227 2.1823 -3.7434 0.0 0.0 0.0 0.00
C -2.2591 0.9754 -3.0663 0.0 0.0 0.0 -0.01
C -1.2259 0.7320 -2.1766 0.0 0.0 0.1 0.00
Br -1.1528 -0.8887 -1.1881 0.4 -0.1 0.0 0.01
C -0.2159 1.6625 -1.9262 0.0 0.0 -0.1 0.00
O 0.7788 1.3738 -1.0991 -0.1 0.1 0.1 0.00
C -0.2689 2.9029 -2.6044 0.1 0.0 0.1 -0.01
C -1.3182 3.1189 -3.4857 0.0 0.0 0.0 0.00
C 0.8130 3.9587 -2.3582 0.0 0.0 0.0 0.00
C 0.5741 5.2241 -3.1867 0.0 0.0 0.0 0.00
C 2.1918 3.4038 -2.7500 0.0 0.0 0.0 0.00
C 0.8168 4.3690 -0.8775 0.0 0.0 0.0 0.00
H -3.5999 3.0297 -6.8459 0.0 0.0 0.0 0.00
H -2.2688 1.9187 -6.4746 0.0 0.0 0.0 0.00
H -2.1224 3.6333 -6.0852 0.0 0.0 0.0 0.00
H -4.9838 4.0200 -4.9773 0.0 0.0 0.0 0.00
H -3.5276 4.6269 -4.1793 0.0 0.0 0.0 0.00
H -4.6456 3.5895 -3.2911 0.0 0.0 0.0 0.00
H -5.2110 1.6593 -5.6038 0.0 0.0 0.0 0.00
H -4.9278 1.1505 -3.9365 0.0 0.0 0.0 0.00
H -3.9598 0.4648 -5.2494 0.0 0.0 0.0 0.00
H -3.0033 0.2045 -3.2092 0.0 0.0 0.0 0.00
H -1.3632 4.0643 -4.0089 0.0 0.0 0.0 0.00
H 0.5845 5.0140 -4.2586 0.0 0.0 0.0 0.00
H 1.3723 5.9401 -2.9801 0.0 0.0 0.0 0.00
H -0.3760 5.7011 -2.9344 0.0 0.0 0.0 0.00
H 2.2027 3.1297 -3.8078 0.0 0.0 0.0 0.00
H 2.4516 2.5249 -2.1654 0.0 0.0 0.0 0.00
H 2.9561 4.1695 -2.5892 0.0 0.0 0.0 0.00
H -0.1458 4.8135 -0.6077 0.0 0.0 0.0 0.00
H 1.5977 5.1151 -0.7034 0.0 0.0 0.0 0.00
H 0.9997 3.5154 -0.2290 0.0 0.0 0.0 0.00
N -0.4004 2.0742 1.8787 -0.3 0.2 0.0 0.00
N 0.3967 1.9653 3.0116 0.1 0.0 0.0 0.00
C 1.7322 1.8503 2.9292 -0.3 -0.1 0.3 0.00
N 2.3613 1.8711 4.1337 0.0 0.1 -0.1 0.00
S 2.6353 1.6560 1.5369 0.3 0.1 -0.3 -0.01
H -1.0745 2.8150 2.0240 0.1 0.0 -0.1 0.00
H -0.8703 1.1962 1.6739 0.1 -0.1 0.1 0.00
H -0.0303 1.7035 3.8896 0.0 -0.1 0.0 0.00
H 1.9570 2.3838 4.9002 0.0 0.0 0.0 0.00
H 3.3640 1.8015 4.1007 0.0 0.0 0.0 0.00
O 0.5604 -0.4384 1.4374 -0.2 0.0 0.2 -0.15
O -0.5352 -2.9565 0.6729 -0.2 0.0 0.0 0.00
C -1.9920 -5.1263 2.0059 0.1 0.0 0.1 0.00
Si -1.8755 -3.3152 1.4315 0.0 0.0 -0.1 0.00
C -3.4668 -3.0744 0.4066 0.0 0.0 0.0 0.00
C -2.2176 -2.2758 3.0052 0.0 0.0 0.0 0.00
H -3.0021 -5.3806 2.3422 0.0 0.0 0.0 0.00
H -1.3028 -5.3250 2.8328 0.0 0.0 0.0 0.00
H -1.7197 -5.7998 1.1888 0.0 0.0 0.0 0.00
H -4.3355 -3.4842 0.9335 0.0 0.0 0.0 0.00
H -3.3889 -3.5790 -0.5612 0.0 0.0 0.0 0.00
H -3.6629 -2.0166 0.2103 0.0 0.0 0.0 0.00
H -2.8433 -2.8031 3.7323 0.0 0.0 0.0 0.00
H -2.7280 -1.3417 2.7445 0.0 0.0 0.0 0.00
H -1.2802 -2.0095 3.4994 0.0 0.0 0.0 0.00
Cl 3.2035 -0.8078 -0.7039 -0.1 0.0 -0.1 0.02
C 1.8206 -2.3686 3.3943 -0.1 0.0 0.0 0.00
N 2.0043 -3.6008 4.1805 0.0 0.0 0.0 0.00
C 3.3757 -3.6185 4.6846 0.0 0.0 0.0 0.00
N 4.3837 -3.5419 3.6212 0.0 0.0 0.0 0.00
C 4.1291 -2.3065 2.8566 0.0 -0.1 0.0 0.00
N 2.7875 -2.2617 2.3086 0.0 0.0 0.0 0.00
C 2.5852 -3.4179 1.4236 0.0 0.0 -0.1 0.01
N 2.8014 -4.6842 2.1497 0.0 0.0 0.0 0.00
C 1.8426 -4.7309 3.2533 0.0 0.0 0.0 0.00
C 4.1479 -4.6738 2.7111 0.0 0.0 0.0 0.00
H 1.9241 -1.5043 4.0605 0.0 0.0 0.0 0.00
H 0.8257 -2.3697 2.9527 0.0 0.0 0.0 0.01
H 3.5336 -4.5418 5.2502 0.0 0.0 0.0 0.00
H 3.5146 -2.7680 5.3589 0.0 0.0 0.0 0.00
H 4.8504 -2.2428 2.0382 0.0 0.0 0.0 0.00
H 4.2766 -1.4486 3.5213 0.0 0.0 0.0 0.00
H 3.2959 -3.3569 0.5975 0.0 0.0 0.0 0.00
H 1.5642 -3.3828 1.0273 0.0 0.0 0.1 0.00
H 1.9797 -5.6640 3.8088 0.0 0.0 0.0 0.00
H 0.8348 -4.7022 2.8384 0.0 0.0 0.0 0.00
H 4.8710 -4.6188 1.8937 0.0 0.0 0.0 0.00
H 4.3122 -5.6033 3.2651 0.0 0.0 0.0 0.00
```
Forces are in eV/Å.

Summary:
- Total charge: -1
- Spin multiplicity: 2
- Frontier orbital gap (spin up / spin down): 6.76 / 6.76 eV
- ΔE to the lowest compared entry with this formula, charge and spin: 0.0 kJ/mol
- Total energy: -6217.223524 Eh
- Highest occupied orbital energy (spin up / spin down): -4.8 / -4.8 eV



A structure of composition C5H8EuO3, computed with ωB97M-V/def2-TZVPD.

```
17
Properties=species:S:1:pos:R:3:forces:R:3:mulliken_spin:R:1
H -1.1195 -0.1256 1.7437 0.6 0.1 -0.4 0.00
O 0.1061 -1.1850 0.4385 -0.4 -0.2 0.1 0.00
C -0.6743 0.0413 0.7330 -0.3 0.2 0.8 -0.01
O -0.1318 1.1368 0.4405 0.7 0.1 -0.2 0.00
Eu 2.1194 1.4068 -0.2070 -0.4 0.5 0.1 7.03
O -1.8781 -0.2345 -0.1918 -0.4 -0.6 0.0 0.00
C -3.0106 -0.3525 0.3309 -0.2 0.8 -0.4 0.00
C 1.3097 -1.0308 0.0327 0.3 0.0 0.0 -0.01
C 2.0276 -2.2947 -0.1692 -0.1 -0.3 0.0 0.00
H 1.4260 -3.1906 0.0257 0.2 0.2 -0.1 0.00
H 2.4325 -2.2940 -1.1945 -0.1 -0.1 0.2 0.00
H 2.9145 -2.2666 0.4852 -0.1 -0.1 -0.1 0.00
C -4.1747 -0.6991 -0.4724 0.1 0.0 0.0 0.00
H -3.1444 -0.0674 1.3871 0.2 -0.4 -0.1 0.00
H -3.9309 -0.8480 -1.5285 -0.1 0.0 0.3 0.00
H -4.9170 0.1026 -0.3336 0.0 -0.2 0.0 0.00
H -4.6291 -1.5971 -0.0218 0.0 0.1 -0.1 0.00
```
Forces are in eV/Å.

Summary:
- Total charge: +2
- Spin multiplicity: 8
- Frontier orbital gap (spin up / spin down): 9.08 / 9.58 eV
- Total energy: -1130.690103 Eh
- Highest occupied orbital energy (spin up / spin down): -17.0 / -17.3 eV